Density functional theory data (ωB97M-V/def2-TZVPD) for an isolated molecule of CH2S3 in a non-equilibrium geometry.

Calculated values
Energy relative to the best compared isomer or geometry (same formula, charge and spin) (kcal per mole): 75.3
Largest force on an atom (Eh/bohr): 0.0257
HOMO (alpha / beta) (eV): -7.814 / -7.814
Lowest unoccupied orbital energy (alpha / beta) (eV): -1.34 / -1.34
Total charge: 0

Last column: Mulliken charge in e.
Positions of all 6 atoms, in Å:
C: -1.5069 -0.3468 -0.9912  -0.1423
S: -0.7174 -1.5337 -0.3799  0.0542
S: 1.7438 -1.1495 0.2434  -0.1151
S: 2.5628 0.3467 -0.7029  -0.3116
H: -1.2020 0.6388 -1.2931  0.3048
H: 1.2108 -0.5743 1.3686  0.2100

Atomic forces in eV per Å
0.66 -1.09 0.34
-0.02 0.74 -0.11
-0.77 -0.04 0.30
-0.20 0.17 -0.22
0.16 0.48 -0.08
0.17 -0.25 -0.24



Density functional theory data (ωB97M-V/def2-TZVPD) for a structure of composition CH2S3 in a non-equilibrium geometry.

Calculated values
Energy relative to the best compared isomer or geometry (same formula, charge and spin) (kcal per mole): 46.0
Largest force on an atom (Eh/bohr): 0.0602
HOMO (eV): -8.295
Lowest unoccupied orbital energy (eV): -0.94
Total charge: 0

Last column: Mulliken charge in e.
Positions of all 6 atoms, in Å:
C: 0.3532 1.0580 -0.5044  -0.0538
S: 1.0610 2.4383 -0.5286  -0.1251
S: -0.4277 -2.0930 0.6791  -0.1797
S: 0.9483 -0.6381 0.9693  -0.0777
H: -0.3678 0.5584 -1.2300  0.2851
H: -1.5670 -1.3237 0.6146  0.1513

Atomic forces in eV per Å
0.13 -3.09 0.08
-0.06 0.11 0.25
-0.95 0.18 -0.70
-0.46 2.62 -1.26
0.75 0.64 1.20
0.59 -0.45 0.42



Density functional theory data (ωB97M-V/def2-TZVPD) for a cluster of 15 separate species, CH33N3O14 in total in a non-equilibrium geometry.

Calculated values
Energy relative to the best compared isomer or geometry (same formula, charge and spin) (kcal per mole): 0.0
Largest force on an atom (Eh/bohr): 0.0385
HOMO (eV): -9.147
Lowest unoccupied orbital energy (eV): -0.09
Total charge: 0

Last column: Mulliken charge in e.
Positions of all 51 atoms, in Å:
N: 1.4345 0.7794 0.7194  -0.0192
C: 0.8695 1.0392 1.9307  0.4675
N: -0.4252 0.5003 2.0767  -0.2769
N: 1.3745 1.7351 2.8619  -0.7220
H: 2.3189 1.1741 0.4360  0.0817
H: 0.9060 0.2262 0.0843  0.1463
H: -0.8841 0.7874 2.9310  0.2429
H: -1.0466 0.6166 1.2861  0.0899
H: 2.3563 1.9828 2.8989  0.1596
H: 1.4831 -3.9687 0.2598  0.3167
H: 2.8313 -3.2129 0.3641  0.3164
O: 2.4319 -4.0888 0.3158  -0.6297
H: -0.4178 1.8766 -2.6797  0.4190
H: -1.2964 1.1110 -3.7898  0.2905
O: -0.9439 1.0796 -2.8914  -0.6718
H: -1.0697 2.6380 4.2001  0.2977
H: 0.3629 1.9921 4.6595  0.3447
O: -0.5539 2.2092 4.8783  -0.7081
H: -0.6586 -3.6410 -2.4663  0.3208
H: -1.7352 -2.7325 -1.7564  0.2823
O: -1.4926 -3.1850 -2.5715  -0.6331
H: 0.8841 0.1550 -3.9780  0.3066
H: 0.2557 -1.1838 -3.4986  0.2988
O: 1.0878 -0.7020 -3.5898  -0.6182
H: -0.3476 -2.3649 2.5932  0.3431
H: -0.5684 -3.3168 3.8234  0.2875
O: -0.8065 -3.1562 2.8988  -0.6531
H: -1.0984 -0.9358 -0.6386  0.2172
H: -0.0965 -0.9066 -1.8208  0.2239
O: -0.1945 -1.2091 -0.9048  -0.3080
H: 2.6619 -0.4685 -2.1475  0.4170
H: 2.3160 -1.1696 -0.9297  0.1439
O: 3.0363 -0.6068 -1.2599  -0.6511
H: -2.7855 -1.3081 0.5854  0.3771
H: -3.4699 -1.6107 -0.7506  0.2475
O: -2.7824 -1.0658 -0.3592  -0.6397
H: 5.0427 1.8140 0.1476  0.3000
H: 4.2256 1.0323 -0.8913  0.3336
O: 4.3361 1.9081 -0.5005  -0.6457
H: -3.7044 1.4312 -0.2814  0.2462
H: -2.3797 1.6371 -1.1871  0.3009
O: -2.7812 1.6572 -0.3121  -0.5682
H: -0.5241 2.7297 0.2735  0.3546
H: -1.3668 4.0183 0.3708  0.3211
O: -0.5326 3.6643 0.0409  -0.6962
H: 1.5205 3.2744 -2.4271  0.3314
H: 0.3394 3.6004 -1.5981  0.3797
O: 0.5705 3.4271 -2.5358  -0.7368
H: -2.4812 -3.5907 1.3932  0.3267
H: -2.9557 -2.6874 2.3086  0.3432
O: -3.2460 -2.9851 1.4280  -0.6981

Atomic forces in eV per Å
-0.21 0.22 0.41
0.30 0.49 -0.58
0.05 -0.11 -0.02
-0.07 -0.02 1.72
-0.08 0.01 0.13
-0.10 -0.57 -0.60
0.30 0.09 0.13
0.09 0.01 -0.17
-0.16 -0.21 -0.91
-0.15 0.24 0.04
-0.18 -0.08 -0.01
0.32 -0.11 -0.02
0.00 0.25 -0.66
0.14 0.52 0.30
-0.42 -0.41 0.35
0.79 0.19 -0.51
-0.33 0.47 -1.24
-0.77 -0.56 1.73
0.14 0.04 0.48
0.59 -0.15 0.13
-0.65 0.11 -0.75
-0.30 -0.14 0.18
0.03 0.12 -0.46
0.54 -0.37 0.02
0.13 0.12 0.29
0.10 0.26 -0.40
-0.22 -0.20 0.06
0.19 -0.24 -0.40
-0.09 0.24 0.48
0.40 0.24 0.13
0.36 0.10 -0.13
0.35 0.16 0.44
-0.74 -0.37 -0.58
-0.27 -0.36 -0.51
-0.07 -0.16 0.11
-0.12 0.28 0.14
-0.05 0.01 -0.11
-0.07 -0.19 0.08
-0.05 0.10 0.12
-0.21 -0.31 -0.66
-0.61 -0.37 -0.32
1.08 0.97 1.01
-0.15 0.03 0.20
0.06 -0.21 -0.14
0.23 0.11 -0.05
0.00 -0.01 -0.46
-0.56 0.29 -0.25
0.49 -0.29 0.82
-0.39 -0.22 -0.88
-0.78 0.43 0.15
1.15 -0.41 1.16



Density functional theory data (ωB97M-V/def2-TZVPD) for a cluster of 18 separate species, CH35O19 in total in a non-equilibrium geometry.

Calculated values
Largest force on an atom (Eh/bohr): 0.0452
HOMO (eV): -7.703
Lowest unoccupied orbital energy (eV): 2.55
Total charge: -1

Last column: Mulliken charge in e.
Positions of all 55 atoms, in Å:
O: -0.5741 0.2082 -0.7656  -0.3191
C: 0.0035 -0.8409 -0.3615  -0.4864
O: -0.0981 -1.4257 0.7464  -1.0091
H: 0.7515 -1.1900 -1.1000  0.5995
H: 0.9812 -1.4229 2.1309  0.5829
H: 1.9396 -0.3470 2.6853  0.4748
O: 1.4966 -1.1968 2.9423  -0.9516
H: 3.3569 -1.4393 -1.3798  0.2527
H: 3.6805 -1.4722 0.1791  0.4508
O: 3.7760 -0.9616 -0.6659  -0.7220
H: -1.2595 2.3068 -2.4971  0.3291
H: -0.0769 3.3511 -2.1336  0.3123
O: -1.0077 3.1018 -2.0567  -0.6461
H: -1.3263 1.2877 0.2816  0.5815
H: -1.7663 2.8060 0.0670  0.3520
O: -1.8174 2.0547 0.6706  -0.8866
H: -0.7122 2.8769 1.8642  0.4444
H: -0.0575 2.9051 3.2425  0.2800
O: 0.1143 3.1411 2.3311  -0.7526
H: 1.5952 -2.7974 -2.9325  0.3426
H: 1.1437 -4.1009 -2.0986  0.2806
O: 1.8139 -3.4316 -2.2350  -0.5911
H: 2.1470 -0.3716 -3.1197  0.3324
H: 0.8316 -0.2766 -3.6819  0.3142
O: 1.5232 -0.9412 -3.6003  -0.6821
H: -2.6154 -1.7711 0.1549  0.2542
H: -3.7783 -0.8650 0.0745  0.5156
O: -3.4858 -1.7536 -0.2550  -0.8007
H: -3.1524 0.1885 -2.8069  0.5117
H: -3.0243 1.3194 -1.7508  0.2991
O: -3.3428 1.1348 -2.6331  -0.7303
H: 2.4817 2.0793 2.4306  0.2418
H: 1.0783 1.5639 1.9972  0.4196
O: 2.0410 1.3462 2.0007  -0.7229
H: -3.7004 0.3006 2.0978  0.3361
H: -3.2626 1.0083 0.8719  0.4135
O: -4.0375 0.5133 1.2225  -0.7795
H: -1.8232 -1.3480 -2.4607  0.3080
H: -3.3152 -1.6305 -2.1531  0.4504
O: -2.6744 -1.4667 -2.8912  -0.8269
H: 0.5869 1.2269 -1.6415  0.3109
H: 2.0475 1.6235 -1.6193  0.5105
O: 1.3239 1.4067 -2.2563  -0.7413
H: 0.5681 0.0794 4.0816  0.3459
H: -0.9616 0.2527 4.1935  0.2769
O: -0.1330 0.7567 4.1185  -0.5980
H: -2.1419 -2.0026 2.9667  0.2570
H: -1.1824 -1.1842 2.0305  0.5173
O: -1.8566 -1.1069 2.7549  -0.5723
H: 3.2053 1.8441 0.2904  0.3685
H: 3.7949 0.8141 -0.4897  0.4065
O: 3.5259 1.7563 -0.6299  -0.7976
H: 2.5497 -3.1010 0.7053  0.3225
H: 2.7003 -2.2912 2.0143  0.4256
O: 3.2019 -2.6581 1.2511  -0.8049

Atomic forces in eV per Å
-0.62 -0.70 0.93
0.89 0.77 -0.50
-0.38 0.09 -0.56
-0.08 -0.54 0.31
-0.03 0.37 0.46
-0.38 -0.51 0.05
0.68 0.09 -0.48
-0.22 -0.42 0.08
-0.21 -0.12 -0.81
0.58 0.52 0.48
0.31 -0.88 -0.80
-0.27 -0.94 -0.42
-0.33 1.93 1.25
0.21 0.34 -0.48
0.18 -0.32 -0.55
-0.31 0.08 0.61
0.40 -0.04 0.12
-0.07 -0.28 0.43
-0.54 0.30 -0.41
-0.53 -0.05 0.00
-0.31 0.25 -0.41
0.86 -0.04 0.49
-0.01 -0.20 0.01
-0.37 -0.13 -0.11
0.38 0.08 -0.04
0.31 -0.34 -0.01
-0.30 -0.63 0.04
-0.18 0.74 0.16
0.10 0.32 0.08
0.05 -0.10 0.37
-0.08 0.21 -0.45
-0.28 0.28 0.19
0.73 0.47 0.17
0.06 -0.74 -0.37
-0.03 -0.42 0.20
-0.51 0.30 0.12
0.39 0.33 -0.30
0.04 0.01 0.23
0.94 -0.08 -0.21
-0.75 -0.31 -0.01
-0.06 -0.33 -0.36
0.10 -0.08 -0.53
0.37 0.58 0.64
-0.55 0.07 -0.20
0.45 0.04 -0.37
-0.08 0.09 0.56
0.10 0.11 -0.15
-0.35 0.04 0.25
-0.10 -0.06 0.07
-0.35 0.67 -0.45
-0.02 0.09 -1.14
0.20 -0.66 1.51
-0.24 -0.11 -0.18
0.14 -0.09 -0.25
0.08 -0.07 0.74



Density functional theory data (ωB97M-V/def2-TZVPD) for a structure of composition CH3BCsF4O in a non-equilibrium geometry.

Calculated values
Largest force on an atom (Eh/bohr): 0.0672
HOMO (eV): -2.582
Lowest unoccupied orbital energy (eV): 1.36
Total charge: -1

Last column: Mulliken charge in e.
Positions of all 11 atoms, in Å:
Cs: -0.8028 2.4750 -0.0562  0.9915
B: 1.5750 0.0114 2.1795  0.5362
F: 2.6991 0.6902 2.6081  -0.3909
F: 0.4956 0.1618 3.1008  -0.4331
F: 1.1266 0.4710 0.9548  -0.3592
F: 1.8590 -1.3191 2.0404  -0.3658
C: -1.4042 -0.4414 -2.2156  -0.3015
O: -2.2649 -0.8774 -1.2213  -0.8386
H: -1.9165 -0.5324 -3.1734  0.2250
H: -0.8281 0.4645 -2.0269  -0.2139
H: -0.5389 -1.1037 -2.1903  0.1503

Atomic forces in eV per Å
0.02 -1.17 0.13
-0.73 -0.80 1.05
0.46 0.76 0.19
0.18 0.40 0.10
-0.41 1.32 -1.49
0.40 -1.18 0.05
-1.00 -2.63 2.01
0.17 1.52 -0.09
0.38 0.75 -0.84
-0.10 1.72 -0.34
0.63 -0.70 -0.77



Density functional theory data (ωB97M-V/def2-TZVPD) for an isolated molecule of CH3Br2ClOSi in a non-equilibrium geometry.

Calculated values
Energy relative to the best compared isomer or geometry (same formula, charge and spin) (kcal per mole): 25.2
Largest force on an atom (Eh/bohr): 0.0798
HOMO (eV): -10.410
Lowest unoccupied orbital energy (eV): -0.19
Total charge: 0

Last column: Mulliken charge in e.
Positions of all 9 atoms, in Å:
C: -1.2732 -0.6422 0.5856  -0.4610
O: 0.1371 -0.2681 0.5986  -0.1738
Si: 1.2624 0.5471 -0.3012  0.5877
Cl: 1.4647 2.4312 0.1866  -0.1410
Br: 3.0646 -0.6987 -0.0723  -0.1601
Br: 0.3484 0.5625 -2.6677  -0.3335
H: -1.8957 0.1739 1.1836  0.2144
H: -1.5378 -1.6264 0.9122  0.2483
H: -1.5706 -0.4794 -0.4254  0.2190

Atomic forces in eV per Å
-0.38 3.90 0.32
0.36 0.00 -0.04
-2.63 -2.82 -1.40
0.28 1.15 0.32
-0.23 0.52 -0.26
1.03 -0.06 2.35
1.44 -1.82 -0.86
0.69 -0.55 0.39
-0.56 -0.31 -0.83



Density functional theory data (ωB97M-V/def2-TZVPD) for a cluster of 2 separate species, CH3Br2N in total in a non-equilibrium geometry.

Calculated values
Energy relative to the best compared isomer or geometry (same formula, charge and spin) (kcal per mole): 52.1
Largest force on an atom (Eh/bohr): 0.0461
HOMO (alpha / beta) (eV): -9.557 / -9.887
Lowest unoccupied orbital energy (alpha / beta) (eV): -2.78 / -1.25
Total charge: 0

Last column: Mulliken charge in e.
Positions of all 7 atoms, in Å:
C: 0.7814 -0.0206 0.0295  -0.6225
N: -0.4648 0.4402 -0.4791  -0.2748
Br: -2.3142 -1.6576 -0.1435  -0.0850
Br: -1.2943 1.7853 0.2499  0.0932
H: 0.6826 -0.9555 0.4631  0.2459
H: 1.3268 -0.1865 -0.8423  0.3191
H: 1.2826 0.5947 0.7223  0.3241

Atomic forces in eV per Å
-0.75 1.23 -0.03
-0.71 -1.92 -1.20
0.38 0.34 -0.09
-0.44 1.49 1.04
-0.54 -2.03 0.98
1.46 -0.18 -1.47
0.59 1.08 0.76



Density functional theory data (ωB97M-V/def2-TZVPD) for a structure of composition CH3Br2NO2S in a non-equilibrium geometry.

Calculated values
Energy relative to the best compared isomer or geometry (same formula, charge and spin) (kcal per mole): 57.2
Largest force on an atom (Eh/bohr): 0.0417
HOMO (alpha / beta) (eV): -8.264 / -9.425
Lowest unoccupied orbital energy (alpha / beta) (eV): -2.18 / -0.57
Total charge: 0

Last column: Mulliken charge in e.
Positions of all 10 atoms, in Å:
C: 0.2304 -2.6228 0.4241  -0.3787
N: -0.0683 2.4490 -0.5017  -0.4860
O: -1.0620 0.5230 0.7983  -0.4519
O: 1.2756 0.3909 -0.0136  -0.4843
S: -0.1106 0.7508 -0.2750  0.8321
Br: -0.4788 -1.9375 -1.1195  -0.0148
Br: -0.7700 -2.5605 1.9619  0.0094
H: 1.3028 -2.6539 0.4983  0.4562
H: -0.9625 2.8931 -0.6325  0.2598
H: 0.6434 2.7679 -1.1402  0.2583

Atomic forces in eV per Å
-0.13 0.08 0.02
0.07 -0.79 0.28
-0.13 0.25 -0.66
-0.36 0.25 -0.55
0.76 1.25 1.56
-0.19 -0.72 -0.56
0.06 -0.11 0.15
0.07 0.01 0.04
-0.26 -0.11 -0.10
0.11 -0.11 -0.18



Density functional theory data (ωB97M-V/def2-TZVPD) for an isolated molecule of CH3Br2P in a non-equilibrium geometry.

Calculated values
Energy relative to the best compared isomer or geometry (same formula, charge and spin) (kcal per mole): 36.5
Largest force on an atom (Eh/bohr): 0.0604
HOMO (eV): -9.783
Lowest unoccupied orbital energy (eV): -1.65
Total charge: 0

Last column: Mulliken charge in e.
Positions of all 7 atoms, in Å:
C: 0.8972 -0.1633 -0.0283  -0.9500
P: -0.6544 -0.4542 0.8864  0.2741
Br: -1.7052 2.1267 0.9670  -0.3125
Br: -1.9396 -1.0059 -0.9264  -0.1065
H: 0.8638 -1.1129 -0.5609  0.3728
H: 1.7584 0.2393 0.5818  0.3096
H: 0.7799 0.3702 -0.9195  0.4124

Atomic forces in eV per Å
-0.30 -0.13 1.07
-1.49 2.55 -0.96
1.09 -2.26 0.04
0.67 0.09 0.91
1.35 -0.99 0.65
-0.88 -1.14 -0.71
-0.44 1.88 -1.01



Density functional theory data (ωB97M-V/def2-TZVPD) for a structure of composition CH3Br2P.

Calculated values
Energy relative to the best compared isomer or geometry (same formula, charge and spin) (kcal per mole): 98.8
Largest force on an atom (Eh/bohr): 0.0183
HOMO (alpha / beta) (eV): -8.700 / -8.023
Lowest unoccupied orbital energy (alpha / beta) (eV): -1.07 / -0.52
Total charge: 0

Last column: Mulliken charge in e.
Positions of all 7 atoms, in Å:
C: -0.7923 1.0765 0.5964  -0.6112
P: 0.5894 -3.0601 -0.4300  -0.0374
Br: -0.9021 -0.6095 -0.1223  0.1075
Br: -1.2543 -4.0707 -1.0055  -0.1195
H: -0.8519 1.1516 1.6665  0.2930
H: -0.0994 1.7245 0.0807  0.2799
H: 0.9114 -2.6752 -1.7363  0.0878

Atomic forces in eV per Å
0.54 0.11 -0.10
0.72 -0.37 0.48
-0.52 0.24 -0.03
-0.49 -0.22 -0.13
-0.19 -0.06 0.20
-0.15 0.14 -0.07
0.09 0.18 -0.34